w.
Below is a gas-phase ion, C4H6N3 (charge +1), with properties calculated with ωB97M-V with the def2-TZVPD basis set.

Structure (XYZ):
```
13
Properties=species:S:1:pos:R:3:lowdin_charge:R:1
C 0.41 1.08 1.35 0.013
C 0.37 0.35 0.21 -0.233
C -1.24 -1.36 -0.57 0.256
C 1.00 0.51 -1.11 -0.025
N -0.56 0.66 2.24 0.086
N -1.27 -0.17 1.82 0.165
N -0.80 -0.51 0.33 0.018
H 1.18 1.81 1.54 0.135
H -1.99 -1.95 -0.16 0.102
H -0.67 -1.90 -1.30 0.131
H 0.39 0.95 -2.01 0.152
H 1.22 -0.54 -1.36 0.085
H 1.96 1.07 -0.99 0.115
```

Its net charge is +1. Its structure (SMILES) is C=[N+]1N=NC=C1C. The frontier orbital gap is 8.4 eV.


x.
Below is a gas-phase ion, C4H6N3 (charge +1), with properties calculated with ωB97M-V with the def2-TZVPD basis set.

Structure (XYZ):
```
13
Properties=species:S:1:pos:R:3:lowdin_charge:R:1
C 1.63 -1.49 -0.27 -0.111
C 0.64 -0.86 -1.38 -0.033
C -0.43 -0.51 1.24 0.247
C -1.17 1.64 0.30 0.048
N 1.32 -1.58 0.96 0.209
N -0.55 0.33 0.27 -0.157
N -0.21 -0.02 -1.07 0.124
H 2.54 -1.97 -0.64 0.128
H 1.01 -1.05 -2.44 0.162
H -0.93 -0.34 2.11 0.088
H -1.62 1.85 1.22 0.094
H -0.36 2.27 0.21 0.092
H -1.87 1.73 -0.50 0.109
```

Its net charge is +1. The frontier orbital gap (spin up / spin down) is 9.4 / 9.4 eV.


Of the structures shown above, w is the most stable.